DFT (ωB97M-V with the def2-TZVPD basis set) results for C61H41Cl4N7O3Sc as an isolated structure at a distorted geometry.

Geometry (Å):
Sc: 0.16 0.01 -0.11
Cl: 3.48 4.71 7.55
C: 2.70 3.88 6.24
C: 3.44 3.03 5.43
C: 2.80 2.34 4.41
C: 1.43 2.50 4.18
C: 0.72 3.36 5.01
C: 1.34 4.05 6.03
C: 0.78 1.72 3.11
C: -0.04 2.38 2.18
C: -0.32 3.80 2.19
C: -1.29 4.01 1.27
C: -1.58 2.72 0.68
C: -2.62 2.51 -0.23
C: -3.56 3.63 -0.48
C: -4.42 4.08 0.52
C: -5.30 5.12 0.30
C: -5.31 5.75 -0.94
Cl: -6.38 7.08 -1.22
C: -4.47 5.32 -1.95
C: -3.61 4.26 -1.72
C: -2.89 1.29 -0.87
N: -2.19 0.14 -0.73
C: -2.81 -0.79 -1.49
C: -2.47 -2.15 -1.58
C: -3.29 -3.01 -2.44
C: -3.44 -2.76 -3.80
C: -4.26 -3.55 -4.58
C: -4.95 -4.59 -4.00
Cl: -6.02 -5.56 -4.96
C: -4.82 -4.87 -2.65
C: -3.98 -4.08 -1.88
C: -1.47 -2.77 -0.82
C: -1.12 -4.17 -0.92
C: -0.24 -4.41 0.08
C: -0.05 -3.15 0.77
N: -0.76 -2.17 0.17
C: 0.69 -2.99 1.94
C: 0.92 -1.78 2.60
C: 1.54 -1.69 3.90
C: 1.58 -0.38 4.23
C: 0.98 0.33 3.12
N: 0.57 -0.54 2.17
C: 1.22 -4.21 2.57
C: 0.38 -5.23 3.00
C: 0.89 -6.34 3.66
C: 2.25 -6.43 3.88
Cl: 2.89 -7.81 4.72
C: 3.11 -5.44 3.44
C: 2.59 -4.34 2.79
C: -3.96 -0.21 -2.14
C: -4.02 1.08 -1.75
N: -0.77 1.77 1.21
H: 4.49 2.89 5.61
H: 3.36 1.66 3.79
H: -0.34 3.46 4.87
H: 0.78 4.70 6.68
H: 0.16 4.53 2.82
H: -1.76 4.93 0.99
H: -4.41 3.60 1.49
H: -5.97 5.45 1.08
H: -4.48 5.81 -2.91
H: -2.97 3.91 -2.51
H: -2.90 -1.93 -4.23
H: -4.37 -3.35 -5.64
H: -5.37 -5.69 -2.21
H: -3.88 -4.26 -0.82
H: -1.48 -4.85 -1.66
H: 0.26 -5.33 0.33
H: 1.86 -2.54 4.48
H: 1.94 0.06 5.14
H: -0.68 -5.15 2.85
H: 0.23 -7.12 4.00
H: 4.18 -5.53 3.60
H: 3.25 -3.55 2.44
H: -4.65 -0.74 -2.78
H: -4.74 1.82 -2.03
O: 0.09 1.41 -1.67
C: -0.52 1.44 -2.81
C: -0.96 2.67 -3.35
C: -1.63 2.75 -4.55
C: -1.89 1.60 -5.29
C: -1.41 0.39 -4.83
C: -0.73 0.27 -3.62
C: -0.06 -0.95 -3.27
N: 0.56 -1.08 -2.15
N: 1.53 -2.06 -2.07
C: 2.31 -1.84 -1.03
O: 2.07 -1.04 -0.09
C: 3.64 -2.48 -1.17
C: 3.83 -3.77 -1.66
C: 5.11 -4.21 -1.96
C: 6.20 -3.37 -1.81
C: 6.02 -2.09 -1.30
C: 4.75 -1.66 -0.97
H: -0.74 3.57 -2.78
H: -1.95 3.71 -4.93
H: -2.41 1.66 -6.23
H: -1.56 -0.50 -5.42
H: 0.04 -1.72 -4.05
H: 2.97 -4.40 -1.79
H: 5.25 -5.21 -2.35
H: 7.19 -3.70 -2.09
H: 6.86 -1.43 -1.18
H: 4.58 -0.66 -0.57
C: 3.71 4.60 0.33
N: 2.91 3.51 -0.19
C: 2.13 3.80 -1.37
C: 2.71 2.41 0.54
O: 1.94 1.51 0.28
H: 4.15 5.16 -0.49
H: 4.51 4.21 0.96
H: 3.09 5.28 0.92
H: 2.78 3.94 -2.23
H: 1.54 4.71 -1.21
H: 1.45 2.95 -1.54
H: 3.36 2.37 1.44

Values from the calculation:
frontier orbital gap: 5.5 eV
total energy: -5559.99081 Eh
LUMO level: 1.29 eV
net charge: -1
HOMO level: -4.251 eV